[1]
7
Properties=species:S:1:pos:R:3:forces:R:3:nbo_charge:R:1 method="wB97M-V/def2-TZVPD" orbital_gap_ha="0.2682 / 0.2548" e_homo_ev="-9.11 / -8.95" de_lowest_kcal_mol=49.63
C -0.36710 -0.86929 -0.22167 -2.1551 0.8084 0.1948 -0.342
C -0.23794 0.50843 -0.29989 3.1040 3.0164 0.4389 -0.488
O 1.99702 0.52486 0.96661 0.8425 0.1572 -0.2078 -0.837
S -1.92153 -1.25053 0.09232 -0.5892 -1.2842 0.1019 0.093
S 1.14900 1.42119 0.15957 -1.5712 -1.7590 0.0474 1.099
H 0.41178 -1.56494 -0.33215 1.0981 -0.6460 0.0668 0.235
H -1.03123 1.23029 -0.36480 -0.7291 -0.2927 -0.6419 0.241

***

[2]
8
Properties=species:S:1:pos:R:3:forces:R:3:nbo_charge:R:1 method="wB97M-V/def2-TZVPD" orbital_gap_ha="0.2810 / 0.2659" e_homo_ev="-9.31 / -9.36" de_lowest_kcal_mol=72.84
C 0.59763 -2.58804 -0.43257 -1.5444 2.9100 -2.2734 -0.218
C 0.16472 -1.73044 -1.14506 -0.4111 0.9296 -0.1517 -0.235
O -1.98141 2.36441 0.92147 -0.2312 -0.4393 -0.0728 -0.773
S 0.84438 3.32676 -0.02008 -0.1913 -0.7827 0.6980 -0.130
S 0.78901 1.69964 1.06811 0.2663 0.3479 -0.6177 0.066
S -1.21728 1.15107 1.28119 0.1628 0.8387 -0.0211 0.840
H 1.03617 -3.33743 0.02898 1.6626 -3.0567 2.0981 0.209
H -0.23322 -0.88596 -1.70205 0.2862 -0.7474 0.3406 0.242

***

[3]
6
Properties=species:S:1:pos:R:3:forces:R:3:nbo_charge:R:1 method="wB97M-V/def2-TZVPD" smiles=C#P.C#P orbital_gap_ha=0.3715 e_homo_ev=-9.82 de_lowest_kcal_mol=34.97
C 1.52260 0.05437 0.68650 -2.4001 0.9488 1.1779 -0.794
C -1.57890 0.10277 -0.47867 -0.2836 -1.0909 -1.6733 -0.773
P -1.42631 -0.84523 -1.70128 -0.0476 1.0890 1.4968 0.561
P 2.74499 -0.55808 0.03381 0.6502 -0.2360 -0.2758 0.553
H 0.56690 0.46190 1.15141 1.9200 -0.7243 -0.8428 0.238
H -1.82930 0.78425 0.30823 0.1611 0.0135 0.1173 0.215

***

[4]
8
Properties=species:S:1:pos:R:3:forces:R:3:nbo_charge:R:1 method="wB97M-V/def2-TZVPD" orbital_gap_ha=0.1781 e_homo_ev=-7.18 de_lowest_kcal_mol=108.78
C -0.59597 -1.26724 0.02559 -1.3828 -1.2469 1.1682 -1.129
C 1.93291 -0.23051 -0.12593 2.6515 2.6278 1.8992 -0.291
P -1.71451 0.03909 0.25497 0.6852 -0.4671 0.5331 0.489
P -1.04448 1.68501 -0.70807 1.2996 -0.3448 -0.9612 -0.337
S 2.98197 0.83740 0.45743 -2.7866 -2.5569 -1.6041 0.359
S 0.95862 -1.33553 -0.76319 -0.5855 -0.2803 -0.1800 0.644
H -0.92476 -2.21750 0.61305 1.1959 1.4916 -1.4151 0.275
H -1.59379 2.48928 0.24616 -1.0773 0.7766 0.5598 -0.010